(1)
3 unconnected molecules or ions with the total composition C4H14O3S at a distorted geometry, computed with ωB97M-V/def2-TZVPD.

Output
HOMO = -8.73 eV
Total energy = -784.6557 hartree

Structure (ORCA input):
```
! RIJCOSX wB97M-V def2-TZVPD def2/J DEFGRID3
* xyz 0 1
C 0.97 -1.08 1.58
O 2.36 -1.28 1.14
C 0.75 0.43 1.32
C -0.69 0.79 1.51
C -1.53 0.60 0.20
S -2.19 -1.03 -0.12
H 0.28 -1.78 1.10
H 1.18 -1.40 2.60
H 2.57 -2.19 0.92
H 1.24 0.66 0.35
H 1.41 0.92 2.08
H -0.84 1.84 1.73
H -1.11 0.09 2.21
H -2.25 1.42 0.05
H -0.79 0.75 -0.60
H -2.94 -0.77 -1.21
H 2.31 -0.54 -2.60
H 1.15 -1.44 -2.10
O 1.36 -0.56 -2.47
H -1.01 2.26 -2.75
H -0.73 0.85 -2.46
O -1.49 1.46 -2.49
*
```

(2)
5 unconnected molecules or ions with the total composition C4H14O4 at a distorted geometry, computed with ωB97M-V/def2-TZVPD.

Output
HOMO = -9.24 eV
Total energy = -461.4272 hartree

Structure (ORCA input):
```
! RIJCOSX wB97M-V def2-TZVPD def2/J DEFGRID3
* xyz 0 1
C 0.55 -1.49 1.43
C -1.99 1.20 0.31
O 0.45 1.56 -1.59
C -1.35 -0.12 0.59
C -0.20 -0.23 1.35
H 0.68 -1.86 2.46
H 1.60 -1.27 1.21
H 0.17 -2.20 0.69
H -2.87 1.08 -0.33
H -2.21 1.67 1.26
H -1.19 1.75 -0.20
H -1.62 -0.97 -0.03
H 0.32 0.63 1.76
H 1.64 2.89 0.56
H 0.94 0.72 -1.60
O 1.04 2.22 0.89
H 0.71 1.91 -0.69
H 1.94 -0.55 -2.28
O 1.51 -0.62 -1.44
H 0.74 -1.35 -1.47
H -0.54 -2.73 -1.85
O -0.32 -2.23 -1.04
*
```

(3)
2 unconnected molecules or ions with the total composition C4H15N2O at a distorted geometry, computed with ωB97M-V/def2-TZVPD.

Output
HOMO = -13.13 eV
Total energy = -345.8097 hartree

Structure (ORCA input):
```
! RIJCOSX wB97M-V def2-TZVPD def2/J DEFGRID3
* xyz 1 1
N -1.50 0.63 0.27
C -0.81 -0.38 1.12
C 0.54 -0.79 0.53
N 1.31 0.17 -0.64
C 1.95 -0.97 -1.46
C 2.25 1.10 0.06
H -1.66 1.56 0.63
H -2.34 0.23 -0.25
H 0.60 0.75 -1.04
H -1.40 -1.42 1.25
H -0.63 0.06 2.14
H 0.60 -1.87 0.32
H 1.34 -0.63 1.13
H 1.13 -1.50 -2.13
H 2.60 -1.26 -0.71
H 2.56 -0.53 -2.21
H 3.17 0.51 0.38
H 1.83 1.43 1.07
H 2.55 1.77 -0.80
H -5.27 0.17 -0.34
H -4.42 0.66 0.77
O -4.39 0.34 -0.08
*
```

(4)
2 unconnected molecules or ions with the total composition C4H15N2O at a distorted geometry, computed with ωB97M-V/def2-TZVPD.

Output
HOMO = -13.88 eV
Total energy = -345.9173 hartree

Structure (ORCA input):
```
! RIJCOSX wB97M-V def2-TZVPD def2/J DEFGRID3
* xyz 1 1
C -1.19 1.30 -1.92
C -0.52 0.94 -0.61
C 0.94 0.61 -0.83
C 1.64 0.02 0.39
N 1.41 -1.45 0.51
N -1.18 -0.28 0.01
H -1.01 2.32 -2.24
H -2.24 0.99 -1.97
H -0.65 0.75 -2.71
H -0.63 1.73 0.14
H 1.37 1.54 -1.25
H 1.10 -0.25 -1.50
H 2.70 0.24 0.23
H 1.29 0.42 1.35
H 1.96 -1.88 -0.24
H -1.17 -0.51 1.03
H 2.00 -1.76 1.28
H -0.63 -1.10 -0.32
H -2.07 -0.46 -0.45
H -1.20 -0.48 3.58
H -0.90 -1.83 2.80
O -1.01 -0.87 2.72
*
```

(5)
2 unconnected molecules or ions with the total composition C4H15N2O at a distorted geometry, computed with ωB97M-V/def2-TZVPD.

Output
HOMO = -13.56 eV
Total energy = -345.8407 hartree

Structure (ORCA input):
```
! RIJCOSX wB97M-V def2-TZVPD def2/J DEFGRID3
* xyz 1 1
C -0.34 0.14 -0.34
N -1.16 -1.06 -0.42
C 1.21 -0.38 -0.02
N 1.28 -1.71 0.63
C 1.85 1.85 -0.57
C 1.88 0.86 0.62
H -0.49 0.82 0.42
H -0.14 0.61 -1.33
H -1.69 -1.00 0.48
H -1.87 -1.00 -1.26
H 1.60 -0.39 -1.13
H 0.95 -1.60 1.62
H 0.59 -2.35 0.32
H 2.23 -2.05 0.57
H 1.48 2.75 -0.29
H 1.25 1.60 -1.44
H 2.85 1.94 -1.05
H 2.82 0.77 1.12
H 1.35 1.36 1.36
H -4.61 0.43 -0.43
H -4.23 -0.19 0.77
O -3.81 0.36 0.08
*
```

(6)
2 unconnected molecules or ions with the total composition C4H15N2O at a distorted geometry, computed with ωB97M-V/def2-TZVPD.

Output
HOMO = -14.58 eV
Total energy = -345.9127 hartree

Structure (ORCA input):
```
! RIJCOSX wB97M-V def2-TZVPD def2/J DEFGRID3
* xyz 1 1
C 1.28 -0.72 -1.34
N 1.43 0.66 -1.80
C -0.23 -1.05 -1.32
N -0.94 0.19 -0.81
C -0.86 0.38 0.68
C -1.75 1.54 1.14
H 1.75 -1.43 -2.02
H 1.67 -0.88 -0.34
H 2.01 0.71 -2.64
H 2.02 1.21 -1.16
H -0.70 -1.28 -2.28
H -0.41 -1.85 -0.62
H -0.45 0.90 -1.38
H -1.92 0.13 -1.04
H 0.16 0.52 1.03
H -1.22 -0.58 1.06
H -1.19 2.47 1.11
H -2.58 1.70 0.45
H -2.17 1.31 2.11
H 1.62 -1.30 3.81
H 1.13 -1.69 2.39
O 1.37 -0.94 2.95
*
```